1.
The following is a DFT calculation (the ωB97M-V functional and the def2-TZVPD basis) of a single C3H3NO3 molecule.

Atoms and positions in Å:
N  0.1755  0.9333  -0.2915
C  -0.3194  -0.1873  0.1168
O  0.5998  -0.9817  0.5172
C  1.7875  0.1716  0.0448
O  2.4796  0.6253  0.8865
C  -1.7806  -0.5792  0.1344
O  -2.1354  -1.6596  0.5186
H  -0.3453  1.6725  -0.7457
H  2.0301  -0.1873  -0.9581
H  -2.4916  0.1923  -0.2227

Computed properties:
HOMO-LUMO gap in eV: 9.63
Lowest unoccupied orbital energy in hartree: -0.027
Total charge: 0
F_max in eV Å⁻¹: 0.75
E_HOMO in eV: -10.4

2.
The following is a DFT calculation (the ωB97M-V functional and the def2-TZVPD basis) of a molecular structure, C4H6N2 in a non-equilibrium geometry.

Atoms and positions in Å:
C  0.8276  1.8692  1.2224
C  0.4481  0.5392  1.0900
C  -0.6379  0.0307  -0.5211
C  -0.1826  -1.1779  -1.1785
N  1.1173  2.9613  1.2355
N  -0.9248  0.1107  0.9286
H  1.2792  -0.1407  1.0599
H  -0.6415  1.0419  -1.0504
H  0.8376  -0.8803  -1.7055
H  -0.8651  -1.4493  -1.9268
H  -0.0492  -2.1770  -0.5712
H  -1.2087  -0.7279  1.4170

Computed properties:
HOMO-LUMO gap (spin up / spin down) in eV: 8.47 / 8.47
Lowest unoccupied orbital energy (spin up / spin down) in hartree: 0.002 / 0.002
Total charge: 0
F_max in eV Å⁻¹: 5.69
E_HOMO (spin up / spin down) in eV: -8.4 / -8.4

3.
The following is a DFT calculation (the ωB97M-V functional and the def2-TZVPD basis) of a molecular structure, C25H16Cl5LaNO in a non-equilibrium geometry.

Atoms and positions in Å:
La  -1.2493  -2.2473  0.0103
Cl  -2.7454  -3.8278  2.6552
C  -2.7122  -2.1270  3.0207
C  -2.3589  -1.3271  1.9502
C  -2.1060  0.0003  2.2341
Cl  -1.4427  0.9024  0.9008
C  -2.2672  0.5601  3.4953
Cl  -1.9303  2.2245  3.7809
C  -2.7120  -0.2658  4.5298
Cl  -2.9490  0.3865  6.1028
C  -2.9201  -1.6307  4.3006
Cl  -3.3821  -2.6733  5.5893
C  -0.7999  3.6292  -4.7320
C  0.1342  3.3226  -3.7521
C  0.0000  2.1733  -2.9897
C  -1.0633  1.2961  -3.2022
C  -2.0119  1.6335  -4.1707
C  -1.8801  2.7825  -4.9351
C  -1.2789  0.0753  -2.3873
C  -0.4231  -0.8668  -1.9444
C  0.9935  -0.9326  -2.3793
C  1.9784  -1.3813  -1.4901
C  3.3133  -1.4672  -1.8571
C  3.7027  -1.1340  -3.1449
C  2.7372  -0.7231  -4.0554
C  1.4082  -0.6184  -3.6817
H  -0.6918  4.5253  -5.3296
H  0.9761  3.9809  -3.5761
H  0.7220  1.9447  -2.2155
H  -2.8559  0.9719  -4.3300
H  -2.6280  3.0200  -5.6812
H  -2.3349  -0.0149  -2.1048
H  1.6978  -1.6825  -0.4834
H  4.0447  -1.8031  -1.1316
H  4.7400  -1.2187  -3.4414
H  3.0301  -0.4803  -5.0700
H  0.6744  -0.3108  -4.4124
O  0.6042  -2.3342  1.8047
N  0.8814  -1.4309  2.7132
C  1.5466  -0.3042  2.3858
C  1.8881  0.6174  3.3484
C  1.5535  0.3925  4.6748
C  0.8879  -0.7808  4.9947
C  0.5707  -1.6777  4.0006
H  1.7790  -0.1894  1.3373
H  2.4128  1.5111  3.0425
H  1.7949  1.1192  5.4369
H  0.6099  -1.0053  6.0145
H  0.0613  -2.6140  4.1746

Computed properties:
HOMO-LUMO gap (spin up / spin down) in eV: 3.70 / 6.85
Lowest unoccupied orbital energy (spin up / spin down) in hartree: -0.023 / -0.022
Spin multiplicity: 2
Total charge: 0
F_max in eV Å⁻¹: 1.90
E_HOMO (spin up / spin down) in eV: -4.3 / -7.5

4.
The following is a DFT calculation (the ωB97M-V functional and the def2-TZVPD basis) of a molecular structure, C26H25OSi in a non-equilibrium geometry.

Atoms and positions in Å:
C  -3.0838  1.6994  -0.4227
O  -1.8420  1.7660  0.2955
C  -1.0420  2.8065  -0.3223
C  0.3705  2.3566  -0.1819
C  1.3185  2.4942  -1.2087
C  2.6152  2.0468  -0.9901
C  2.9510  1.4003  0.2226
C  1.9506  1.1077  1.1623
C  0.6475  1.5387  0.9338
H  -3.8151  1.1736  0.2290
H  -3.4300  2.7110  -0.6925
H  -2.9319  1.1447  -1.3687
H  -1.4420  2.9678  -1.4086
H  1.0428  3.0522  -2.1224
H  3.4078  2.2859  -1.6807
H  4.0026  1.1367  0.4626
H  2.1483  0.6353  2.1103
H  -0.1705  1.3704  1.6307
H  -1.2361  4.0295  0.0589
Si  -1.8249  5.7322  0.4567
C  -1.0088  6.2077  2.0972
C  -0.6288  7.5414  2.4021
C  -0.0567  7.8706  3.6355
C  0.1744  6.8712  4.5971
C  -0.1456  5.5500  4.2903
C  -0.7144  5.2228  3.0587
C  -1.3284  7.0834  -0.7898
C  -2.0703  8.2872  -0.9594
C  -1.6584  9.2902  -1.8452
C  -0.4936  9.1189  -2.6135
C  0.2246  7.9313  -2.4909
C  -0.1885  6.9346  -1.6039
C  -3.7016  5.9859  0.7326
C  -4.2178  6.8304  1.7598
C  -5.5944  7.0263  1.9404
C  -6.5135  6.3652  1.1094
C  -6.0341  5.5242  0.1065
C  -4.6614  5.3558  -0.0860
H  -0.7038  8.3412  1.6642
H  0.2575  8.8948  3.8628
H  0.6430  7.1152  5.5646
H  0.0909  4.7625  5.0002
H  -0.8914  4.1854  2.8067
H  -3.0312  8.4449  -0.4643
H  -2.2464  10.2032  -1.9930
H  -0.1714  9.8898  -3.3340
H  1.0913  7.7654  -3.1243
H  0.3475  5.9945  -1.5727
H  -3.5605  7.2983  2.4994
H  -5.9820  7.6526  2.7519
H  -7.5982  6.4774  1.2636
H  -6.7361  4.9662  -0.5047
H  -4.3190  4.6700  -0.8506

Computed properties:
HOMO-LUMO gap in eV: 6.68
Lowest unoccupied orbital energy in hartree: -0.202
Total charge: +1
F_max in eV Å⁻¹: 4.00
E_HOMO in eV: -12.2

5.
The following is a DFT calculation (the ωB97M-V functional and the def2-TZVPD basis) of 10 unconnected molecules or ions with the total composition H19O13S in a non-equilibrium geometry.

Atoms and positions in Å:
O  0.5131  0.0264  0.1317
H  0.7311  -0.9246  0.4877
H  -0.4599  -0.0696  -0.2123
H  0.3451  0.7724  0.8787
S  -2.9199  -1.0226  -0.9053
O  -3.5609  -0.7086  0.3497
O  -3.7359  -0.5986  -2.0193
O  -1.7149  -0.2776  -0.9373
O  -2.6069  -2.4526  -0.8803
O  1.7171  -0.9416  2.5807
H  2.2651  -1.6626  2.4507
H  1.1381  -1.5296  3.1697
O  0.5661  4.0564  0.1307
H  1.0581  3.7904  0.9817
H  -0.0839  3.4154  -0.3243
O  -0.9159  1.4794  1.9487
H  -0.8139  2.1374  2.6307
H  -1.7139  1.6404  1.7957
O  0.4051  -2.7006  0.6027
H  0.5841  -3.3036  -0.2393
H  -0.4359  -3.2786  0.9677
O  3.2151  -2.4356  -1.3413
H  3.1601  -2.8576  -0.4663
H  2.1541  -2.5306  -1.4063
O  2.3171  2.0714  1.2247
H  3.1421  2.4624  1.7547
H  2.4751  1.8494  0.4557
O  -1.1639  2.4714  -1.6013
H  -2.0569  2.9974  -1.6413
H  -1.3389  1.6424  -1.3173
O  -0.4099  -1.1876  -3.2443
H  -1.1779  -1.4486  -3.7083
H  -0.6759  -0.8816  -2.2963

Computed properties:
HOMO-LUMO gap in eV: 5.59
Lowest unoccupied orbital energy in hartree: 0.068
Total charge: -1
F_max in eV Å⁻¹: 15.45
E_HOMO in eV: -3.8

6.
The following is a DFT calculation (the ωB97M-V functional and the def2-TZVPD basis) of a single C3H8N2O molecule in a non-equilibrium geometry.

Atoms and positions in Å:
H  2.7727  0.3466  -0.3661
N  2.7041  -0.6076  0.0442
C  1.4420  -0.9152  0.0054
N  0.2661  -0.1700  -0.2625
C  0.3720  1.2324  0.1303
O  -0.7268  -0.6976  0.5604
C  -1.9786  -0.5524  -0.1667
H  1.2331  -1.9341  0.2395
H  1.3617  1.7312  -0.2826
H  0.2454  1.2818  1.3729
H  -0.5556  1.6519  -0.2169
H  -2.0954  -1.1522  -1.1036
H  -2.1766  0.5105  -0.4803
H  -2.8641  -0.7254  0.5259

Computed properties:
HOMO-LUMO gap in eV: 10.31
Lowest unoccupied orbital energy in hartree: 0.033
Total charge: 0
SMILES: [H]/N=C\N(C)OC
F_max in eV Å⁻¹: 3.33
E_HOMO in eV: -9.4

7.
The following is a DFT calculation (the ωB97M-V functional and the def2-TZVPD basis) of a molecular structure, C6H11N in a non-equilibrium geometry.

Atoms and positions in Å:
C  1.4356  0.6343  -0.0503
C  0.1148  1.4882  -0.0472
C  -1.0984  0.8021  -0.0249
C  -0.9752  -0.5286  -0.9192
C  1.2106  -0.9536  -0.0877
C  -0.7626  -0.2784  1.0572
H  2.0360  1.2967  -0.9782
H  1.9255  0.5691  1.0452
H  0.1524  1.6560  -0.9902
H  -0.0831  2.2795  0.6749
H  -2.0610  1.2739  -0.2788
H  -1.8660  -1.3648  -1.0040
H  -0.4188  -0.2924  -1.8128
H  1.6555  -1.3504  -0.9949
H  1.6849  -1.4737  0.9889
H  -1.6657  -0.8375  1.2769
H  -0.2313  0.0512  2.0217
N  -0.0967  -1.2559  0.0692

Computed properties:
HOMO-LUMO gap in eV: 9.33
Lowest unoccupied orbital energy in hartree: 0.035
Total charge: 0
F_max in eV Å⁻¹: 7.75
E_HOMO in eV: -8.4

Look up the total charge of the fourth one. +1

Look up the total charge of the third one. 0

Among the records above, which one has the lowest total charge? H19O13S

total charge of number 3 (C25H16Cl5LaNO)? 0